<P>
A single C2H2ClFO molecule, computed with ωB97M-V with the def2-TZVPD basis set.

XYZ file:
```
7
Properties=species:S:1:pos:R:3:nbo_charge:R:1
O 1.64478 -0.50500 -0.36282 -0.494
C 0.74353 -0.19950 0.47423 0.334
C -0.45408 0.24271 -0.33671 0.059
F -0.98381 1.53214 0.03723 -0.362
Cl -1.81987 -0.77818 -0.05712 0.024
H 0.89273 -0.61305 1.68634 0.196
H -0.02327 0.32088 -1.44115 0.242
```

Computed properties:
Orbital gap ... 0.3879 Ha
HOMO energy ... -10.9 eV
Structure (SMILES) ... O=C[C@H](F)Cl

---

<Q>
A molecular structure, C2H2ClFO, computed with ωB97M-V with the def2-TZVPD basis set.

XYZ file:
```
7
Properties=species:S:1:pos:R:3:nbo_charge:R:1
C -0.50464 -0.24331 0.34474 0.098
C 0.80389 0.00395 -0.40253 0.350
H -0.47576 -0.39551 1.50914 0.218
H 0.84060 -0.02540 -1.44078 0.148
O 1.80839 0.18434 0.17181 -0.506
F -1.59566 -0.94432 -0.15236 -0.330
Cl -0.87681 1.42024 -0.03003 0.022
```

Computed properties:
Orbital gap ... 0.4134 Ha
HOMO energy ... -10.5 eV

---

Of them, the most stable is <Q> and the least stable is <P>.

---

<P>
A molecular structure, C3H5NO4, computed with ωB97M-V with the def2-TZVPD basis set.

XYZ file:
```
13
Properties=species:S:1:pos:R:3:nbo_charge:R:1
C -0.23648 -0.29297 0.24721 -0.315
C -0.61986 0.55747 -0.94447 0.802
C 0.88384 0.18094 0.91351 0.771
H 0.84568 -1.90903 -0.41610 0.374
H -0.41835 -2.18762 0.98178 0.384
H -1.09272 -0.02684 0.98209 0.255
H -0.85954 0.74359 -2.60784 0.517
H 0.32391 2.00623 0.93339 0.515
N -0.37068 -1.64386 -0.00326 -0.786
O -1.04284 -0.02033 -1.99569 -0.576
O -0.09886 1.78400 -0.80314 -0.692
O 0.81510 1.42565 1.54025 -0.678
O 1.87081 -0.61723 1.17227 -0.572
```

Computed properties:
Orbital gap ... 0.3956 Ha
HOMO energy ... -10.5 eV

---

<Q>
A molecular structure, C3H5NO4, computed with ωB97M-V with the def2-TZVPD basis set.

XYZ file:
```
13
Properties=species:S:1:pos:R:3:nbo_charge:R:1
C 0.81132 -0.65749 1.07922 0.223
C 0.81200 -0.73105 -0.93226 -0.092
C -0.18162 -0.65773 0.18956 -0.066
N -1.62203 -0.44892 0.03356 0.518
O -1.97588 -0.18649 -1.12473 -0.411
O -2.30856 -0.46156 1.03150 -0.341
O 1.78081 -0.75998 0.06570 -0.472
O -0.18377 1.87020 0.46193 -0.973
H -0.34291 1.48975 -0.38010 0.484
H 1.09083 -0.53991 2.08139 0.221
H 0.83091 -1.68663 -1.46470 0.213
H 0.88978 0.19390 -1.64296 0.204
H 0.39911 2.57590 0.60189 0.491
```

Computed properties:
Orbital gap ... 0.3434 Ha
HOMO energy ... -9.8 eV

---

Of them, the most stable is <P> and the least stable is <Q>.